# C41H38BCdCl2N5O8S3

A structure of composition C41H38BCdCl2N5O8S3 (ωB97M-V/def2-TZVPD, OMol25).

The net charge is -2. The calculation puts the LUMO energy (spin up / spin down) at 3.0 / 3.0 eV. The value obtained for the total energy is -129756.2864 eV. The energy relative to the best compared isomer or geometry (same formula, charge and spin) comes out at 1.233 eV. For the orbital gap (spin up / spin down), the calculation gives 2.355 / 2.642 eV. For the molecular weight, the calculation gives 1019.1 g mol⁻¹.

```
99
Properties=species:S:1:pos:R:3:forces:R:3
Cd 0.9405 -0.5159 0.1549 0.110 -0.188 0.319
Cl -1.9666 0.4381 -1.2129 -0.103 0.039 -0.003
C -2.7023 1.3045 -2.5081 -0.114 -0.032 0.113
C -4.0095 1.7334 -2.3329 0.006 -0.027 -0.046
C -4.6406 2.4398 -3.3412 -0.006 -0.001 0.008
C -3.9711 2.7138 -4.5214 0.023 -0.013 0.003
C -2.6660 2.2769 -4.6806 -0.050 0.011 -0.027
Cl -1.8730 2.6568 -6.1798 0.010 -0.011 0.026
C -1.9959 1.5633 -3.6848 0.058 0.021 -0.120
S -0.2779 1.1740 -3.8482 0.054 0.047 0.032
H -4.5122 1.5119 -1.4020 0.002 -0.003 0.001
H -5.6583 2.7813 -3.2052 0.002 -0.002 -0.004
H -4.4456 3.2636 -5.3216 0.002 0.001 -0.001
C -3.1525 0.8845 5.9591 0.013 -0.010 -0.001
C -3.5847 1.3887 4.5753 0.021 0.010 -0.010
C -4.7483 2.3767 4.7361 -0.014 0.000 0.000
C -4.0950 0.2063 3.7496 -0.020 0.006 -0.019
C -2.3953 2.0796 3.9065 0.004 0.007 0.010
C -1.9443 3.3187 4.4021 -0.029 -0.002 0.004
C -0.8851 3.9978 3.8373 0.025 -0.012 -0.031
C -0.2403 3.4224 2.7460 -0.020 0.021 0.052
S 1.0711 4.0119 1.7815 0.003 0.036 0.013
C 0.9792 2.5580 0.8026 0.049 -0.012 -0.102
N 0.0825 1.7126 1.1817 -0.105 0.092 -0.044
C -0.6410 2.1752 2.2671 0.042 -0.065 -0.066
C -1.7219 1.5064 2.8433 -0.008 0.015 0.037
C 1.8694 2.3493 -0.3602 -0.042 0.034 0.035
C 2.5916 3.4340 -0.8630 0.000 -0.001 -0.014
C 3.4302 3.2661 -1.9495 0.016 -0.003 0.004
C 3.5498 2.0064 -2.5232 -0.004 0.018 -0.006
C 2.8241 0.9368 -2.0162 0.035 -0.025 0.037
C 1.9584 1.0698 -0.9290 -0.146 0.087 -0.099
H -3.9819 0.3717 6.4536 0.000 0.005 0.003
H -2.8327 1.7109 6.5969 0.000 0.001 -0.004
H -2.3177 0.1871 5.8770 -0.003 -0.008 -0.005
H -5.5992 1.8724 5.2012 0.000 0.002 -0.003
H -5.0666 2.7604 3.7640 0.003 0.000 0.002
H -4.4839 3.2275 5.3648 -0.004 -0.007 0.006
H -4.9577 -0.2387 4.2510 0.003 -0.004 -0.001
H -3.3443 -0.5728 3.6240 0.005 -0.003 0.018
H -4.4077 0.5260 2.7526 0.001 0.005 0.003
H -2.4383 3.7624 5.2575 0.003 -0.001 -0.004
H -0.5665 4.9523 4.2363 -0.001 0.001 0.002
H -1.9888 0.5397 2.4381 0.011 -0.007 -0.008
H 2.4934 4.4163 -0.4125 0.000 -0.004 0.004
H 3.9941 4.1057 -2.3372 -0.010 0.003 -0.011
H 4.2156 1.8581 -3.3663 0.003 -0.003 0.002
H 2.9495 -0.0353 -2.4771 -0.002 0.001 -0.006
C 1.0983 -4.8706 1.5372 -0.025 -0.168 0.111
N -0.2595 -4.3054 1.4393 0.083 0.384 -0.214
C -0.8328 -4.5189 0.1220 0.015 -0.055 -0.036
C -0.5209 -3.1036 2.0589 -0.024 -0.375 0.092
S -1.1900 -1.7736 1.1684 -0.110 0.078 -0.099
N -0.3660 -3.0510 3.3680 0.138 0.121 0.014
C -0.4843 -1.7957 4.1170 -0.059 0.002 -0.033
C -0.1232 -4.2441 4.1859 -0.091 0.047 -0.015
H 1.7433 -4.4347 0.7718 -0.028 0.008 -0.021
H 1.0369 -5.9519 1.4066 -0.003 -0.002 0.025
H 1.5610 -4.6604 2.4943 -0.001 0.019 -0.043
H -0.7327 -5.5812 -0.1081 0.015 0.004 -0.014
H -0.3206 -3.9419 -0.6535 0.038 -0.001 -0.029
H -1.8852 -4.2461 0.1120 0.005 -0.005 0.003
H 0.0946 -1.0196 3.6235 -0.023 0.016 -0.038
H -0.0791 -1.9724 5.1140 0.071 0.024 -0.017
H -1.5353 -1.5030 4.1637 -0.019 -0.009 0.027
H -0.5738 -5.1072 3.6982 0.027 -0.009 0.009
H -0.5583 -4.0691 5.1662 -0.057 -0.001 -0.001
H 0.9405 -4.4044 4.3453 0.017 -0.019 0.015
O -1.3298 -1.4946 -3.8181 0.006 -0.033 0.031
B -0.2842 -0.6169 -3.5792 0.000 0.043 -0.032
O 0.8806 -1.2730 -3.2325 0.002 -0.053 -0.015
C 0.5562 -2.6121 -3.2713 0.029 0.055 0.009
C 1.3719 -3.6909 -3.0286 -0.016 -0.015 0.011
C 0.7853 -4.9471 -3.1777 -0.009 -0.002 0.050
C -0.5522 -5.0871 -3.5338 -0.008 0.006 0.035
C -1.3703 -3.9785 -3.7555 -0.004 -0.009 0.008
C -0.7776 -2.7461 -3.6187 -0.036 0.024 -0.036
H 2.3999 -3.5626 -2.7182 -0.008 -0.008 0.006
H 1.3817 -5.8294 -2.9879 -0.003 -0.001 0.003
H -0.9747 -6.0793 -3.6241 0.004 -0.001 -0.005
H -2.4137 -4.0753 -4.0220 0.002 -0.002 0.002
O 2.4977 -2.2042 0.6271 0.092 0.040 -0.120
C 2.5123 -1.8252 1.8394 -0.360 -0.072 0.015
O 1.7952 -0.8363 2.2027 0.500 0.052 0.102
C 3.2081 -2.6419 2.8710 -0.009 -0.005 0.065
C 2.7359 -2.5109 4.1726 0.003 0.024 -0.006
C 3.1041 -3.4608 5.1366 0.031 0.030 -0.004
C 4.0319 -4.4549 4.8160 -0.016 -0.024 -0.001
C 4.5529 -4.5287 3.5119 -0.004 0.021 -0.020
C 4.1112 -3.6348 2.5151 -0.016 -0.030 0.057
N 5.4627 -5.5318 3.1787 0.043 -0.057 -0.014
O 5.8895 -5.6019 1.9681 -0.030 0.000 0.030
O 5.8255 -6.3753 4.0718 -0.009 0.034 -0.018
N 2.4586 -3.4362 6.3807 -0.044 0.010 0.052
O 2.8039 -4.2569 7.2967 -0.010 -0.003 -0.026
O 1.4728 -2.6031 6.5490 0.062 -0.077 0.003
H 2.0565 -1.7216 4.4386 0.010 -0.030 -0.015
H 4.3278 -5.1833 5.5521 -0.002 -0.006 0.000
H 4.4498 -3.7643 1.5001 0.002 0.013 -0.004
```
Positions in Å, forces in eV/Å.

Atomic partial charges in e from the Mulliken method, atoms 1 to 6:
1 Cd 1.21
2 Cl 0.13
3 C 0.28
4 C -0.89
5 C -0.40
6 C -0.67